Formula: C41H80BF3N2O3
Source: the OMol25 dataset
Level of theory: ωB97M-V/def2-TZVPD

The geometry in XYZ format:
```
130
Properties=species:S:1:pos:R:3
C -1.10 4.80 0.53
C 0.35 4.39 0.31
C 0.59 3.70 -1.04
C 0.12 2.23 -1.06
C 1.03 1.34 -0.27
C 2.13 0.71 -0.70
B 2.69 0.77 -2.17
N 3.55 -0.25 -2.67
O 2.36 1.86 -2.98
C 2.80 -0.14 0.34
O 3.26 -1.23 0.09
C 2.82 0.39 1.74
C 4.07 0.05 2.51
C 5.34 0.60 1.81
C 6.03 1.69 2.57
F 6.91 1.27 3.50
C 5.87 2.98 2.39
F 4.94 3.49 1.58
F 6.58 3.94 2.95
C 1.74 1.05 2.17
C 1.58 1.67 3.53
C 0.34 1.24 4.33
C -0.57 2.41 4.69
N -1.03 3.12 3.49
C 0.63 1.14 1.17
O -0.53 1.04 1.47
H -1.18 5.48 1.37
H -1.50 5.31 -0.35
H -1.73 3.93 0.76
H 0.98 5.29 0.35
H 0.67 3.76 1.15
H 0.02 4.24 -1.81
H 1.64 3.74 -1.33
H -0.01 1.87 -2.08
H -0.87 2.18 -0.58
H 3.91 0.01 -3.59
H 4.36 -0.45 -2.08
H 1.72 1.68 -3.67
H 4.03 0.42 3.53
H 4.14 -1.04 2.57
H 6.07 -0.20 1.72
H 5.11 0.98 0.81
H 2.48 1.49 4.12
H 1.51 2.75 3.38
H -0.22 0.45 3.82
H 0.67 0.81 5.29
H -1.42 2.01 5.27
H -0.03 3.12 5.31
H -1.49 3.98 3.75
H -1.72 2.54 3.01
C -0.25 -7.03 1.56
C -0.57 -6.45 0.19
C 0.64 -6.41 -0.75
C 1.80 -5.55 -0.26
C 1.45 -4.09 0.01
C 0.96 -3.33 -1.22
H 0.48 -6.42 2.09
H -1.15 -7.07 2.18
H 0.15 -8.04 1.47
H -0.98 -5.44 0.30
H -1.35 -7.04 -0.28
H 0.31 -6.06 -1.74
H 1.00 -7.43 -0.90
H 2.60 -5.58 -1.02
H 2.23 -5.99 0.64
H 2.34 -3.58 0.39
H 0.70 -4.03 0.80
H 1.70 -3.35 -2.01
H 0.77 -2.28 -0.97
H 0.02 -3.75 -1.59
C 3.14 -4.51 -4.40
C 2.70 -3.16 -4.96
C 1.27 -3.14 -5.50
C 1.01 -4.08 -6.68
C 1.90 -3.85 -7.89
C 1.75 -2.45 -8.50
H 3.16 -5.29 -5.16
H 4.15 -4.43 -3.99
H 2.48 -4.84 -3.59
H 3.40 -2.84 -5.73
H 2.77 -2.41 -4.16
H 1.02 -2.11 -5.78
H 0.59 -3.40 -4.68
H -0.04 -3.96 -6.98
H 1.11 -5.11 -6.35
H 1.66 -4.60 -8.65
H 2.95 -4.01 -7.62
H 0.72 -2.27 -8.79
H 2.37 -2.34 -9.39
H 2.04 -1.67 -7.80
C -4.59 3.38 5.57
C -4.34 4.33 6.74
C -3.74 3.64 7.96
C -4.62 2.55 8.57
C -6.02 3.01 9.00
C -6.00 4.09 10.08
H -5.33 2.61 5.82
H -4.97 3.92 4.70
H -3.67 2.88 5.27
H -5.27 4.84 7.00
H -3.65 5.12 6.42
H -3.52 4.40 8.72
H -2.78 3.20 7.68
H -4.11 2.14 9.45
H -4.73 1.72 7.87
H -6.57 2.15 9.38
H -6.57 3.37 8.13
H -5.46 3.75 10.96
H -7.01 4.36 10.38
H -5.51 5.00 9.72
C -3.99 1.48 -5.99
C -3.19 1.76 -4.72
C -1.69 1.55 -4.88
C -1.27 0.12 -5.25
C -1.73 -0.95 -4.26
C -1.16 -0.76 -2.86
H -3.89 0.44 -6.30
H -5.05 1.68 -5.84
H -3.64 2.11 -6.81
H -3.57 1.13 -3.90
H -3.37 2.79 -4.41
H -1.19 1.85 -3.95
H -1.32 2.23 -5.65
H -0.18 0.09 -5.32
H -1.65 -0.12 -6.24
H -1.42 -1.92 -4.64
H -2.82 -0.98 -4.21
H -0.07 -0.75 -2.88
H -1.46 -1.57 -2.20
H -1.51 0.17 -2.40
```

The SMILES is CCCCC1=C(B(N)O)C(=O)C(CCC(F)=C(F)F)=C(CCCN)C1=O.CCCCCC.CCCCCC.CCCCCC.CCCCCC. The HOMO energy is -9.2 eV.

***

Formula: C10H17O2S
Source: the OMol25 dataset
Level of theory: ωB97M-V/def2-TZVPD

The geometry in XYZ format:
```
30
Properties=species:S:1:pos:R:3
C 0.56 -0.78 -1.66
C 1.01 0.73 -1.33
C -1.59 0.00 -1.09
C -0.78 -1.27 -1.02
C -0.88 0.42 0.26
C -0.68 -1.08 0.57
C 0.31 1.16 -0.07
C -1.88 -1.77 1.21
C 0.60 -1.51 1.27
C 0.19 2.68 0.11
O 3.51 0.66 0.38
O 2.88 2.33 2.18
S 2.65 0.97 1.58
H 0.19 -0.84 -2.75
H 1.43 -1.45 -1.62
H 2.04 0.83 -1.31
H 0.80 1.42 -2.30
H -1.48 0.60 -1.95
H -2.63 -0.13 -0.79
H -1.08 -2.32 -1.32
H -1.51 0.93 1.06
H -2.82 -1.13 1.12
H -1.73 -2.01 2.30
H -1.87 -2.77 0.71
H 0.48 -1.13 2.21
H 1.43 -1.36 0.46
H 0.58 -2.65 1.43
H -0.85 3.10 -0.43
H 0.85 3.37 -0.40
H 0.25 3.00 1.21
```

The net charge is -1. The calculation puts the energy above the lowest of the compared OMol25 structures with the same formula, charge and spin at 2.578 eV. The HOMO energy (spin up / spin down) is -2.9 / -2.1 eV.

***

Formula: C34H31N2S
Source: the OMol25 dataset
Level of theory: ωB97M-V/def2-TZVPD

The geometry in XYZ format:
```
68
Properties=species:S:1:pos:R:3
C -4.23 -3.58 1.38
C -4.27 -3.11 2.69
C -3.50 -2.01 3.08
C -2.68 -1.37 2.15
C -1.84 -0.16 2.54
C -2.31 1.06 1.73
C -1.42 2.06 1.32
C -1.87 3.16 0.58
C -3.24 3.27 0.26
C -4.12 2.26 0.63
C -3.68 1.19 1.41
C -0.32 -0.38 2.37
C 0.11 -1.83 2.65
C 1.44 -2.01 2.01
N 2.28 -0.86 2.30
C 3.63 -0.83 1.93
C 4.26 0.31 2.41
C 5.62 0.53 2.16
C 6.31 -0.40 1.39
C 5.68 -1.54 0.90
C 4.33 -1.80 1.18
S 3.18 1.30 3.30
C 1.84 0.24 2.95
N 0.55 0.55 3.17
C -2.63 -1.84 0.83
C -3.39 -2.95 0.44
H -4.85 -4.43 1.07
H -4.90 -3.61 3.43
H -3.56 -1.63 4.10
H -1.99 0.05 3.61
H -0.38 1.98 1.62
H -1.14 3.91 0.28
H -3.60 4.15 -0.27
H -5.18 2.29 0.34
H -4.39 0.43 1.75
H -0.10 -0.19 1.29
H 0.12 -1.97 3.75
H -0.60 -2.53 2.18
H 1.91 -2.93 2.36
H 1.35 -2.12 0.92
H 6.05 1.42 2.59
H 7.35 -0.22 1.18
H 6.23 -2.24 0.28
H 3.81 -2.70 0.85
H -2.03 -1.31 0.08
H -3.32 -3.33 -0.58
C -0.05 1.05 5.70
C -1.62 1.07 5.82
C -2.05 2.06 4.80
C -0.96 2.68 4.17
C 0.28 1.99 4.51
C 1.44 2.88 4.65
C 1.62 3.96 3.74
C 2.83 4.65 3.71
C 3.81 4.47 4.70
C 3.53 3.59 5.74
C 2.35 2.85 5.77
H 0.37 1.54 6.60
H 0.35 -0.01 5.64
H -2.02 0.07 5.63
H -1.96 1.35 6.83
H -3.10 2.28 4.61
H -1.04 3.60 3.61
H 0.82 4.28 3.07
H 3.03 5.33 2.87
H 4.76 5.02 4.65
H 4.27 3.45 6.54
H 2.09 2.32 6.68
```

The net charge is +1. The HOMO energy is -11.0 eV.

***

Formula: C33H36ClN7S
Source: the OMol25 dataset
Level of theory: ωB97M-V/def2-TZVPD

The geometry in XYZ format:
```
78
Properties=species:S:1:pos:R:3
C -4.52 -1.19 2.31
C -3.02 -1.22 2.30
C -2.27 -0.10 2.63
C -0.89 -0.14 2.61
C -0.22 -1.31 2.25
C -0.97 -2.44 1.93
C -2.35 -2.39 1.96
H -2.92 -3.27 1.70
H -0.47 -3.35 1.63
C 1.24 -1.33 2.18
C 2.03 -2.42 2.33
S 3.70 -2.01 2.18
C 3.19 -0.33 1.91
N 1.91 -0.16 1.96
N 4.10 0.65 1.72
C 5.47 0.29 1.43
H 5.80 -0.47 2.14
H 6.07 1.19 1.58
C 5.59 -0.22 -0.02
N 4.49 0.27 -0.83
C 3.44 -0.59 -1.16
C 2.11 -0.21 -1.00
C 1.12 -1.14 -1.26
N -0.24 -1.07 -1.13
C -0.71 -2.33 -1.43
N 0.25 -3.17 -1.75
C 1.41 -2.46 -1.67
C 2.73 -2.81 -1.94
C 3.70 -1.87 -1.71
Cl 5.31 -2.28 -2.23
H 2.97 -3.78 -2.34
C -2.10 -2.76 -1.35
C -3.20 -1.93 -1.58
C -4.47 -2.46 -1.43
N -4.71 -3.71 -1.08
C -3.67 -4.51 -0.91
C -2.36 -4.10 -1.02
H -1.53 -4.77 -0.87
H -3.91 -5.54 -0.65
H -5.34 -1.84 -1.59
H -3.08 -0.91 -1.91
C -0.92 0.09 -0.64
H -1.88 -0.22 -0.21
H -0.32 0.53 0.16
C -1.10 1.16 -1.72
N -1.18 2.48 -1.13
C -2.43 2.68 -0.41
C -2.38 4.00 0.35
C -2.15 5.16 -0.61
C -0.88 4.88 -1.41
C -0.98 3.53 -2.11
H -0.06 3.33 -2.65
H -1.81 3.56 -2.84
H -0.71 5.67 -2.15
H -0.02 4.86 -0.73
H -2.06 6.10 -0.06
H -3.00 5.25 -1.29
H -3.32 4.14 0.90
H -1.56 3.96 1.08
H -2.56 1.86 0.30
H -3.29 2.69 -1.10
H -0.22 1.14 -2.37
H -1.98 0.93 -2.36
H 1.83 0.77 -0.65
C 4.19 1.65 -0.51
H 5.13 2.20 -0.64
C 3.69 1.81 0.95
H 2.61 1.89 1.02
H 4.14 2.70 1.41
H 3.47 2.05 -1.22
H 6.54 0.11 -0.46
H 5.57 -1.31 -0.02
H 1.75 -3.43 2.54
H -0.31 0.73 2.87
H -2.77 0.81 2.91
H -4.92 -1.80 1.51
H -4.89 -1.58 3.25
H -4.89 -0.17 2.20
```

The SMILES is Cc1ccc(-c2csc(N3CCN(c4cc5c(cc4Cl)nc(-c4ccncc4)n5CCN4CCCCC4)CC3)n2)cc1. The HOMO energy is -7.5 eV.

***

Formula: C5H12O
Source: the OMol25 dataset
Level of theory: ωB97M-V/def2-TZVPD

The geometry in XYZ format:
```
18
Properties=species:S:1:pos:R:3
C -1.87 -0.73 -0.56
C -0.99 0.10 0.38
C 0.48 0.21 -0.08
C 1.14 1.40 0.62
C 1.25 -1.07 0.22
O 0.59 0.36 -1.49
H -2.30 -0.12 -1.36
H -2.71 -1.18 -0.02
H -1.30 -1.54 -1.03
H -0.99 -0.33 1.39
H -1.41 1.11 0.48
H 1.08 1.30 1.71
H 0.65 2.34 0.34
H 2.20 1.47 0.34
H 1.33 -1.25 1.30
H 2.26 -1.00 -0.20
H 0.76 -1.93 -0.25
H -0.17 0.87 -1.81
```

The calculation puts the energy above the lowest of the compared OMol25 structures with the same formula, charge and spin at 0.083 eV. The SMILES is CCC(C)(C)O. The HOMO energy is -10.2 eV.

***

Formula: CH2O3S
Source: the OMol25 dataset
Level of theory: ωB97M-V/def2-TZVPD

The geometry in XYZ format:
```
7
Properties=species:S:1:pos:R:3
C -1.28 0.32 -0.03
O 1.06 -1.36 -0.07
O -0.43 0.80 -0.69
O 2.12 0.52 0.97
S 1.78 -0.12 -0.31
H -2.27 0.40 -0.52
H -0.98 -0.55 0.65
```

The calculation puts the energy above the lowest of the compared OMol25 structures with the same formula, charge and spin at 0.592 eV. The HOMO energy is -10.9 eV.

***

no.,E_tot (hartree),largest force on an atom (eV Å⁻¹)
1,-2269.9501,1.33
2,-939.7937,5.51
3,-1821.6383,3.54
4,-2520.8300,1.05
5,-272.9456,0.31
6,-663.1511,3.88